A molecular structure, C16H18BrN2V at a distorted geometry, computed with ωB97M-V/def2-TZVPD.

The geometry in XYZ format:
```
38
Properties=species:S:1:pos:R:3:forces:R:3
V -10.449 3.558 7.604 1.74 0.95 -0.73
C -11.517 7.160 8.019 1.71 3.34 1.87
C -10.340 6.806 9.056 -1.89 0.54 -1.47
C -10.857 6.750 10.459 0.09 -0.30 0.56
C -9.626 5.661 8.557 0.72 -1.15 0.80
C -9.144 5.515 7.237 0.31 0.52 -0.34
C -8.197 4.544 6.937 0.50 -1.43 -0.55
C -7.742 3.545 7.900 -0.86 0.97 0.88
C -6.605 2.646 7.682 -0.67 -1.97 0.03
C -8.498 3.505 9.103 0.24 0.43 0.69
C -9.322 4.595 9.452 -0.03 -0.90 -1.07
H -12.155 7.906 8.599 1.08 -0.35 -1.07
H -12.233 6.422 7.891 -0.91 -2.05 -0.79
H -11.010 7.630 7.144 -1.21 -0.43 0.34
H -9.609 7.594 8.904 0.22 0.68 0.12
H -11.769 6.093 10.493 0.40 1.25 0.24
H -10.886 7.786 10.857 -0.91 -0.75 -0.21
H -10.144 6.267 11.109 0.32 0.01 0.46
H -9.367 6.283 6.491 -0.09 -0.37 0.10
H -7.781 4.486 5.907 -0.24 0.18 0.78
H -5.686 3.118 7.409 0.44 0.71 -0.63
H -6.971 2.015 6.842 0.81 0.02 0.08
H -6.316 1.962 8.524 -0.78 0.76 -0.52
H -8.304 2.790 9.927 -0.02 0.15 -0.88
H -9.759 4.630 10.417 -0.18 -0.16 0.72
Br -11.869 3.829 5.572 0.15 0.36 0.18
C -10.998 2.082 5.502 -1.68 1.53 -0.51
C -11.380 1.280 4.469 0.98 0.20 0.26
C -10.794 0.026 4.527 -1.03 -0.78 -1.47
C -10.008 -0.340 5.634 0.03 -0.38 -0.55
C -9.702 0.581 6.599 -0.32 1.28 0.21
N -10.237 1.901 6.555 1.05 -3.06 -0.31
H -11.972 1.685 3.656 -0.10 -0.38 0.06
H -11.065 -0.627 3.645 0.73 0.24 1.38
H -9.628 -1.365 5.676 0.06 0.45 0.21
H -9.039 0.348 7.413 0.00 0.04 0.29
N -12.641 3.462 9.694 -0.98 -0.09 0.75
C -11.772 3.581 8.948 0.32 -0.06 0.09
```
Positions in Å, forces in eV/Å.

Calculated values
<S²> ... 0.97
Calculated total energy ... -115560.5192 eV
Lowest unoccupied orbital energy (alpha / beta) ... -0.542 / -0.489 Ha
Multiplicity ... 2
Frontier orbital gap (alpha / beta) ... 0.223 / 0.273 hartree
Highest occupied orbital energy (alpha / beta) ... -0.76535 / -0.76257 hartree
Charge ... +3